No. 1
{
  "formula": "C3H15NSi3",
  "method": "the ωB97M-V functional and the def2-TZVPD basis",
  "elements": ["C", "C", "C", "N", "Si", "Si", "Si", "H", "H", "H", "H", "H", "H", "H", "H", "H", "H", "H", "H", "H", "H", "H"],
  "coordinates": [[-2.156, -0.376, -0.647], [-0.134, -2.141, -2.126], [0.271, -1.495, 0.867], [0.794, 0.486, -1.194], [0.943, 1.862, 2.490], [1.224, 2.732, 0.378], [-0.285, -0.760, -0.801], [-2.520, 0.167, -1.515], [-2.745, -1.284, -0.565], [-2.366, 0.230, 0.230], [0.877, -2.530, -2.145], [-0.808, -2.969, -1.927], [-0.362, -1.760, -3.117], [1.353, -1.520, 0.931], [-0.100, -0.919, 1.708], [-0.092, -2.512, 0.984], [0.648, 0.974, -2.072], [1.232, 2.904, 3.496], [1.879, 0.764, 2.735], [-0.438, 1.445, 2.737], [0.263, 3.663, -0.225], [2.521, 3.037, -0.222]],
  "forces_ev_per_a": [[0.717, 0.073, -0.069], [-0.022, 0.643, 0.462], [-0.165, 0.274, -0.557], [0.840, 2.721, 1.241], [0.074, 0.073, 0.664], [-0.705, -2.468, -2.327], [-0.726, -1.176, 0.420], [-0.048, 0.118, -0.200], [-0.061, -0.271, 0.040], [-0.014, 0.150, 0.176], [0.269, -0.071, -0.010], [-0.168, -0.096, 0.115], [-0.053, 0.090, -0.206], [0.247, -0.005, -0.042], [-0.127, 0.128, 0.203], [-0.130, -0.206, 0.018], [-0.008, 0.023, 0.062], [0.078, 0.193, -0.063], [0.128, -0.152, -0.167], [-0.218, -0.074, -0.230], [-0.225, 0.066, 0.234], [0.317, -0.033, 0.235]],
  "lowdin_charge": [-0.197, -0.189, -0.203, -0.180, 0.409, 0.634, 0.279, 0.013, 0.016, 0.006, 0.015, 0.018, 0.014, 0.017, -0.021, 0.020, -0.059, -0.126, -0.100, -0.104, -0.132, -0.132],
  "homo_ev": -8.3,
  "e_above_lowest_kcal_mol": 52.39,
  "charge": 0
}



No. 2
{
  "formula": "C3H15O4S",
  "method": "the ωB97M-V functional and the def2-TZVPD basis",
  "elements": ["C", "C", "C", "S", "H", "H", "H", "H", "H", "H", "H", "H", "H", "O", "H", "H", "O", "H", "H", "O", "H", "H", "O"],
  "coordinates": [[2.565, 1.728, -1.801], [1.079, 1.476, -2.216], [0.290, 1.244, -0.866], [-1.372, 0.597, -1.010], [3.196, 1.132, -2.530], [2.907, 1.208, -0.822], [2.813, 2.815, -1.790], [0.811, 2.299, -2.904], [0.832, 0.585, -2.833], [0.444, 2.125, -0.292], [0.921, 0.517, -0.327], [-1.781, -0.626, 0.980], [-2.938, -0.269, 1.494], [-2.195, -0.746, 1.829], [0.489, -2.550, -0.621], [-0.678, -1.951, -1.486], [0.098, -2.558, -1.491], [-0.499, 1.138, 2.585], [-1.366, -0.051, 3.152], [-1.057, 0.817, 3.333], [-2.005, -2.559, 2.792], [-1.202, -3.084, 1.927], [-1.353, -3.288, 2.898]],
  "forces_ev_per_a": [[1.011, -1.979, -0.470], [-0.100, -0.461, 0.965], [1.090, -0.637, -1.304], [-0.625, -0.145, 0.088], [-0.238, 1.254, 0.417], [-1.021, 1.149, -1.224], [0.017, -0.919, 0.015], [-0.515, 0.035, 0.848], [0.919, 0.171, 0.432], [-0.520, 1.156, 0.697], [-0.180, -0.050, -0.282], [2.038, 0.000, -1.574], [-1.667, 0.776, 0.606], [-0.899, -1.577, 0.068], [-0.095, 0.309, 0.346], [0.811, 0.067, 0.304], [-0.626, -0.163, -0.653], [-0.989, -0.850, 0.773], [-0.227, -0.869, -0.885], [1.797, 2.738, 0.861], [-0.276, -0.098, 1.607], [0.995, -1.412, 1.046], [-0.701, 1.505, -2.683]],
  "lowdin_charge": [-0.160, -0.335, -0.783, 0.310, 0.062, 0.080, 0.059, 0.087, 0.080, 0.027, 0.033, -0.083, 0.040, -0.113, 0.004, -0.030, -0.116, 0.048, -0.045, -0.097, 0.004, 0.046, -0.119],
  "homo_ev": -3.7,
  "e_above_lowest_kcal_mol": 44.26,
  "charge": -1
}



No. 3
{
  "formula": "C3H16BBeBrClK2NaO6P",
  "method": "the ωB97M-V functional and the def2-TZVPD basis",
  "elements": ["C", "B", "P", "O", "O", "O", "H", "H", "H", "H", "H", "H", "H", "Be", "O", "H", "K", "O", "H", "H", "Br", "C", "C", "O", "H", "H", "H", "H", "H", "H", "Na", "Cl", "K"],
  "coordinates": [[-2.488, -0.712, 3.654], [-1.856, 0.481, 2.660], [-2.195, -0.176, 0.851], [-1.620, -1.651, 0.818], [-3.944, -0.266, 0.581], [-1.544, 0.865, -0.384], [-1.916, -1.731, 3.440], [-3.601, -0.883, 3.271], [-2.491, -0.406, 4.788], [-2.379, 1.534, 2.831], [-0.672, 0.567, 2.821], [-4.125, -1.250, 0.520], [-2.305, 1.499, -0.603], [-2.742, -3.002, 1.597], [1.282, 0.428, -0.418], [0.343, 0.442, -0.452], [-0.040, -1.087, 0.033], [-5.503, -4.235, 1.908], [-6.379, -3.955, 1.605], [-5.679, -4.690, 2.745], [3.260, 0.543, -0.350], [5.369, 1.165, -4.623], [5.297, 1.297, -3.115], [5.635, 2.621, -2.728], [6.375, 1.406, -4.982], [5.116, 0.148, -4.937], [4.682, 1.866, -5.107], [6.001, 0.611, -2.636], [4.291, 1.071, -2.750], [4.998, 3.222, -3.152], [-2.468, 0.877, -2.320], [-3.184, -0.976, 6.505], [4.483, 4.374, -2.070]],
  "forces_ev_per_a": [[-0.848, -0.915, -3.022], [-0.304, -0.533, 1.046], [-4.746, -0.228, 5.229], [-10.190, -1.795, 2.728], [3.349, -0.791, -0.913], [-2.210, 0.027, -1.042], [-1.001, 1.615, 1.052], [1.899, 0.088, 1.375], [-0.107, -0.794, -1.189], [-0.252, 0.416, -0.362], [0.506, 0.008, -0.595], [-0.087, 1.076, 0.066], [1.376, -0.199, 1.960], [0.629, 0.832, -0.056], [3.779, 1.743, -1.005], [-0.246, 4.513, -1.149], [8.640, -5.006, -2.968], [-0.381, -0.020, 0.060], [0.259, -0.079, 0.097], [0.143, 0.152, -0.162], [0.082, 0.568, 0.120], [0.255, -0.017, -0.099], [-0.212, -1.021, -0.764], [0.299, 0.069, -0.456], [-0.122, -0.130, 0.067], [0.002, 0.170, 0.015], [-0.099, -0.110, -0.012], [-0.084, 0.337, 0.071], [0.213, -0.107, -0.035], [1.916, -3.418, -2.184], [-0.384, -0.585, -1.622], [-0.059, 0.021, 0.424], [-2.017, 4.115, 3.324]],
  "lowdin_charge": [-0.257, -0.528, 0.719, -0.786, -0.239, -0.371, 0.025, 0.063, -0.128, 0.036, 0.043, 0.032, 0.066, 0.638, -0.900, -0.162, 0.923, -0.139, 0.039, 0.046, 0.618, -0.066, -0.325, -0.262, 0.090, 0.090, 0.077, 0.134, 0.025, -0.081, 0.753, -0.289, 1.117],
  "homo_ev": -7.7,
  "charge": 1
}



No. 4
{
  "formula": "C3H16KNO8",
  "method": "the ωB97M-V functional and the def2-TZVPD basis",
  "elements": ["K", "N", "O", "O", "O", "O", "H", "H", "O", "H", "H", "O", "H", "H", "O", "H", "H", "C", "C", "C", "O", "H", "H", "H", "H", "H", "H", "H", "H"],
  "coordinates": [[0.468, 1.024, 0.373], [-2.044, 1.652, -0.479], [-2.442, 1.771, 0.709], [-0.887, 1.885, -0.710], [-2.835, 1.519, -1.404], [-0.667, 1.731, 1.754], [-1.467, 1.841, 1.241], [-0.909, 1.118, 2.448], [-0.820, -0.344, 1.001], [-1.675, 0.036, 1.204], [-0.889, -1.255, 1.287], [1.171, 0.605, 2.039], [2.091, 0.846, 1.932], [1.133, 0.180, 2.896], [2.295, 0.783, 0.160], [2.591, 1.689, 0.065], [3.102, 0.273, 0.229], [-0.562, -1.693, -2.207], [0.125, -0.870, -1.170], [0.655, -1.631, 0.082], [1.127, -0.166, -1.731], [0.068, -2.285, -2.871], [-1.098, -1.052, -2.907], [-1.394, -2.285, -1.825], [-0.610, -0.157, -0.798], [1.594, -2.133, -0.152], [-0.078, -2.258, 0.590], [0.929, -0.948, 0.887], [1.028, 0.125, -2.641]],
  "forces_ev_per_a": [[0.649, 3.687, -9.701], [-3.008, 2.408, -3.040], [-6.872, -0.708, -2.704], [-2.549, 3.510, -4.018], [-0.652, -1.225, 0.263], [0.833, 4.305, 9.847], [-0.429, 1.255, 0.942], [0.099, 0.677, 0.522], [-6.587, -4.492, 4.105], [-0.735, 0.124, 0.096], [-0.654, 0.065, 0.137], [4.529, -3.059, 10.312], [0.276, -0.139, 0.339], [0.034, 0.003, 0.877], [10.894, -0.721, -1.361], [0.492, 0.506, -0.414], [0.939, -0.299, -0.393], [-1.223, -0.600, -0.962], [-2.165, -1.603, 0.065], [1.991, -0.362, -0.884], [3.280, 1.009, -1.558], [0.348, -0.344, 0.484], [0.096, 0.555, -0.003], [0.263, -0.379, 0.294], [-0.093, -1.278, -1.262], [-0.211, -0.678, -0.318], [0.520, -1.062, -1.029], [0.623, -0.797, -0.666], [-0.689, -0.357, 0.032]],
  "lowdin_charge": [1.051, -0.522, 0.073, -0.127, 0.073, -0.221, -0.241, 0.065, -0.277, 0.089, 0.081, -0.244, 0.069, 0.103, -0.225, 0.100, 0.104, -0.024, -0.547, -0.035, -0.052, 0.087, 0.087, 0.089, 0.068, 0.108, 0.097, 0.044, 0.127],
  "homo_ev": -8.8,
  "charge": 0
}



No. 5
{
  "formula": "C3H16N2O3",
  "method": "the ωB97M-V functional and the def2-TZVPD basis",
  "elements": ["C", "C", "N", "C", "N", "H", "H", "H", "H", "H", "H", "H", "H", "H", "H", "O", "H", "H", "O", "H", "H", "O", "H", "H"],
  "coordinates": [[0.372, 1.663, 2.079], [-0.672, 0.818, 1.237], [0.134, -0.097, 0.435], [-0.341, -1.445, 0.387], [0.788, -2.152, -0.334], [-0.098, 2.551, 2.631], [1.071, 2.311, 1.403], [0.991, 1.162, 2.755], [-1.368, 0.238, 2.044], [-1.331, 1.526, 0.641], [1.177, -0.109, 0.627], [-1.211, -1.545, -0.275], [-0.464, -1.887, 1.422], [1.121, -1.676, -1.158], [1.685, -2.208, 0.258], [-3.110, 2.359, -5.460], [-3.040, 2.287, -4.424], [-2.292, 1.959, -5.902], [3.226, -1.776, 2.090], [4.188, -1.948, 2.314], [2.705, -2.370, 2.647], [-1.147, 0.268, -2.112], [-0.551, 0.328, -1.442], [-1.833, -0.257, -1.862]],
  "forces_ev_per_a": [[-1.400, 4.063, -2.011], [0.465, 0.522, 2.652], [0.101, 1.127, 0.281], [2.978, -1.067, -1.089], [0.978, -1.321, 2.006], [0.153, -1.524, -0.421], [-1.033, -1.594, 0.634], [0.709, -1.285, 0.947], [1.443, 1.135, -1.943], [0.763, -1.036, 0.545], [-2.035, 0.292, 0.110], [-0.101, -0.061, 0.678], [-0.199, 0.150, -1.182], [-0.659, 0.402, -0.271], [-2.036, 0.094, -0.749], [1.352, -0.742, 1.790], [0.334, -0.058, -3.329], [-1.657, 0.777, 1.568], [1.486, -0.261, 0.329], [-1.858, 0.211, -0.336], [0.292, 0.054, -0.017], [-0.035, 2.199, -4.824], [2.821, 0.160, 3.488], [-2.861, -2.236, 1.143]],
  "lowdin_charge": [-0.121, -0.269, -0.165, -0.303, -0.019, 0.080, 0.097, 0.027, 0.143, 0.112, 0.132, 0.100, 0.125, 0.049, 0.063, -0.151, 0.086, 0.062, -0.089, 0.075, 0.037, 0.016, -0.065, -0.023],
  "homo_ev": -9.1,
  "e_above_lowest_kcal_mol": 53.08,
  "smiles": "CCNCN.O.O.O",
  "charge": 0
}



No. 6
{
  "formula": "C3H16N2O3",
  "method": "the ωB97M-V functional and the def2-TZVPD basis",
  "elements": ["C", "N", "C", "C", "N", "H", "H", "H", "H", "H", "H", "H", "H", "H", "H", "O", "H", "H", "O", "H", "H", "O", "H", "H"],
  "coordinates": [[-0.448, 1.181, -1.955], [-0.032, 0.380, -0.810], [-1.079, 0.114, 0.186], [-0.418, -0.068, 1.544], [-1.407, -0.391, 2.611], [0.395, 1.364, -2.613], [-1.296, 0.796, -2.550], [-0.886, 2.097, -1.546], [0.505, -0.422, -1.103], [-1.769, -0.656, -0.162], [-1.729, 0.995, 0.197], [-0.045, 0.904, 1.852], [0.253, -0.919, 1.645], [-1.928, -1.230, 2.407], [-2.080, 0.375, 2.691], [3.153, -1.117, 0.136], [3.971, -1.525, -0.085], [3.382, -0.685, 0.960], [2.918, 1.628, 0.883], [2.888, 1.328, -0.017], [2.041, 1.334, 1.148], [-2.302, -1.966, -2.076], [-1.537, -1.377, -2.158], [-2.548, -2.141, -1.183]],
  "forces_ev_per_a": [[-0.853, 0.014, 0.494], [-0.169, 0.406, -0.292], [0.941, 0.425, -1.025], [-2.375, -0.778, 1.168], [-0.101, 0.851, 0.007], [0.009, 0.234, 0.000], [0.273, -0.431, -0.048], [0.523, 0.310, -0.214], [-0.049, -0.299, 0.270], [0.146, -0.495, 0.598], [0.219, 0.171, 0.272], [0.818, -0.144, -0.150], [0.709, 0.472, -0.699], [-0.059, -0.150, -0.129], [0.133, -0.383, 0.036], [-0.751, 0.169, 0.141], [0.957, -0.733, -0.613], [-0.226, 0.491, 0.346], [-0.247, 0.079, 0.660], [0.362, -0.196, -1.001], [-0.206, 0.166, 0.381], [0.150, 0.037, -1.729], [-0.432, -0.338, 0.635], [0.227, 0.124, 0.892]],
  "lowdin_charge": [-0.136, -0.132, -0.239, -0.255, -0.024, 0.078, 0.071, 0.078, 0.097, 0.079, 0.118, 0.104, 0.112, 0.051, 0.063, -0.049, 0.022, 0.025, -0.054, 0.012, 0.004, -0.050, 0.014, 0.009],
  "homo_ev": -9.1,
  "e_above_lowest_kcal_mol": 30.71,
  "smiles": "CNCCN.O.O.O",
  "charge": 0
}



LUMO energy: -0.0373 0.1279 -0.2065 -0.0130 0.0142 0.0225 (hartree)